Run one
{
  "formula": "C22H27N3O3S",
  "method": "ωB97M-V/def2-TZVPD",
  "symbols": ["C", "C", "C", "C", "C", "C", "N", "C", "C", "C", "S", "C", "C", "O", "N", "C", "C", "O", "C", "C", "N", "C", "O", "C", "C", "C", "C", "C", "C", "H", "H", "H", "H", "H", "H", "H", "H", "H", "H", "H", "H", "H", "H", "H", "H", "H", "H", "H", "H", "H", "H", "H", "H", "H", "H", "H"],
  "xyz": [[-6.3362, 1.9453, -0.1154], [-4.9743, 1.3410, 0.0261], [-4.8227, -0.0352, 0.1708], [-3.5735, -0.5990, 0.3216], [-2.4340, 0.2055, 0.3331], [-1.1162, -0.4045, 0.4919], [-1.0484, -1.7292, 0.5712], [0.1554, -2.2646, 0.6969], [1.3196, -1.5033, 0.7627], [1.1436, -0.1239, 0.6897], [2.5332, 0.9542, 0.7537], [1.7333, 2.5936, 0.8589], [2.2199, 3.5121, -0.2487], [2.9818, 4.4259, 0.0045], [1.7619, 3.2869, -1.4993], [0.9203, 2.2058, -1.9589], [1.7518, 1.2777, -2.8546], [2.3056, 1.9861, -3.9385], [3.1241, 3.0454, -3.4914], [2.3391, 4.0219, -2.6094], [-0.0593, 0.4081, 0.5427], [2.5959, -2.2523, 0.9525], [2.4813, -3.2510, 1.9401], [1.3025, -4.0644, 1.9548], [0.5901, -3.8148, 3.2902], [1.7527, -5.5258, 1.8607], [0.3384, -3.7397, 0.7951], [-2.5813, 1.5838, 0.1892], [-3.8357, 2.1391, 0.0376], [-6.2819, 2.9266, -0.5803], [-6.9837, 1.3052, -0.7106], [-6.7936, 2.0609, 0.8678], [-5.6989, -0.6677, 0.1634], [-3.4538, -1.6650, 0.4323], [0.6597, 2.4121, 0.8483], [2.0415, 3.0305, 1.8087], [0.4836, 1.6457, -1.1356], [0.1086, 2.6380, -2.5567], [1.1243, 0.4960, -3.2858], [2.5523, 0.8153, -2.2557], [3.4932, 3.5444, -4.3883], [3.9748, 2.6460, -2.9185], [2.9946, 4.7944, -2.2069], [1.5323, 4.4812, -3.1897], [3.3963, -1.5893, 1.2916], [2.8994, -2.6985, -0.0115], [-0.2399, -4.5046, 3.4153], [1.2953, -3.9525, 4.1052], [0.2112, -2.7959, 3.3303], [0.8941, -6.1909, 1.8873], [2.4097, -5.7560, 2.6945], [2.3021, -5.6908, 0.9368], [0.7712, -4.1003, -0.1429], [-0.6189, -4.2340, 0.9496], [-1.7069, 2.2155, 0.1966], [-3.9356, 3.2095, -0.0734]],
  "nbo_charge": [-0.630, 0.006, -0.223, -0.167, -0.051, 0.412, -0.482, 0.302, -0.182, 0.132, 0.271, -0.627, 0.669, -0.626, -0.433, -0.272, -0.080, -0.524, -0.077, -0.257, -0.538, -0.081, -0.534, 0.282, -0.628, -0.619, -0.481, -0.186, -0.212, 0.217, 0.219, 0.224, 0.210, 0.235, 0.274, 0.257, 0.248, 0.200, 0.195, 0.170, 0.197, 0.168, 0.251, 0.195, 0.214, 0.176, 0.208, 0.222, 0.214, 0.208, 0.220, 0.211, 0.228, 0.243, 0.220, 0.209],
  "gap_ev": 8.78,
  "homo_energy_ha": -0.3174,
  "smiles": "Cc1ccc(-c2nc3c(c(SCC(=O)N4CCOCC4)n2)COC(C)(C)C3)cc1"
}

Run two
{
  "formula": "C22H27N3O3S",
  "method": "ωB97M-V/def2-TZVPD",
  "symbols": ["C", "O", "C", "C", "C", "C", "C", "N", "C", "C", "C", "S", "C", "C", "O", "N", "C", "C", "C", "C", "N", "C", "O", "C", "C", "C", "C", "C", "C", "H", "H", "H", "H", "H", "H", "H", "H", "H", "H", "H", "H", "H", "H", "H", "H", "H", "H", "H", "H", "H", "H", "H", "H", "H", "H", "H"],
  "xyz": [[5.5228, 2.4326, 2.2328], [4.8834, 2.3866, 0.9799], [3.5983, 1.9446, 0.9186], [2.8503, 1.5042, 2.0071], [1.5530, 1.0648, 1.8219], [0.9798, 1.0462, 0.5556], [-0.3767, 0.5369, 0.3609], [-1.1946, 0.5145, 1.4035], [-2.4225, 0.0463, 1.2105], [-2.8495, -0.4280, -0.0250], [-1.8964, -0.3894, -1.0439], [-2.2507, -1.0517, -2.6284], [-0.5460, -1.1906, -3.2340], [0.2971, -1.9301, -2.1973], [-0.1860, -2.6808, -1.3733], [1.6192, -1.7109, -2.2791], [2.3316, -0.9184, -3.2603], [3.8024, -1.2355, -2.9887], [3.8177, -1.5134, -1.4870], [2.5139, -2.2739, -1.2800], [-0.6896, 0.1126, -0.8617], [-4.2353, -0.9490, -0.2302], [-4.9923, -1.0574, 0.9494], [-4.8221, 0.0012, 1.8879], [-5.7623, -0.3367, 3.0451], [-5.1968, 1.3628, 1.2890], [-3.3622, 0.0172, 2.3736], [1.7271, 1.5026, -0.5290], [3.0173, 1.9464, -0.3531], [6.5217, 2.8201, 2.0393], [5.6019, 1.4367, 2.6804], [5.0029, 3.1026, 2.9248], [3.2691, 1.4989, 3.0011], [0.9681, 0.7210, 2.6604], [-0.6029, -1.7594, -4.1625], [-0.1648, -0.1902, -3.4271], [2.1380, 0.1495, -3.1077], [2.0303, -1.1881, -4.2763], [4.0996, -2.1302, -3.5371], [4.4583, -0.4162, -3.2743], [3.7947, -0.5748, -0.9325], [4.6858, -2.0893, -1.1749], [2.6387, -3.3483, -1.4576], [2.0807, -2.1397, -0.2870], [-4.1891, -1.9593, -0.6521], [-4.7494, -0.3094, -0.9691], [-5.6246, 0.3655, 3.8623], [-6.7933, -0.2954, 2.7054], [-5.5591, -1.3439, 3.3978], [-4.4602, 1.6890, 0.5581], [-5.2498, 2.1080, 2.0782], [-6.1680, 1.2961, 0.8038], [-3.1671, 0.8723, 3.0210], [-3.1664, -0.8930, 2.9471], [1.2676, 1.5153, -1.5045], [3.6062, 2.3086, -1.1819]],
  "nbo_charge": [-0.252, -0.492, 0.317, -0.305, -0.168, -0.056, 0.403, -0.481, 0.287, -0.176, 0.149, 0.291, -0.624, 0.702, -0.635, -0.440, -0.209, -0.405, -0.416, -0.209, -0.521, -0.086, -0.528, 0.271, -0.609, -0.649, -0.469, -0.183, -0.267, 0.201, 0.177, 0.178, 0.219, 0.236, 0.250, 0.241, 0.188, 0.200, 0.203, 0.218, 0.217, 0.217, 0.193, 0.224, 0.218, 0.178, 0.208, 0.216, 0.219, 0.213, 0.218, 0.219, 0.232, 0.234, 0.226, 0.222],
  "gap_ev": 8.81,
  "homo_energy_ha": -0.3002,
  "smiles": "COc1ccc(-c2nc3c(c(SCC(=O)N4CCCC4)n2)COC(C)(C)C3)cc1"
}

Relative calculated energies, zero for the most stable structure, unit kJ/mol: run one 14.5; run two 0.0.

Run one
{
  "formula": "CH5NOS2",
  "method": "ωB97M-V/def2-TZVPD",
  "symbols": ["N", "C", "O", "H", "H", "H", "S", "S", "H", "H"],
  "xyz": [[-1.3829, -0.5030, 0.4307], [-1.0340, -1.0225, -0.7873], [-0.0782, -1.7448, -0.9513], [-0.6036, -0.4533, 1.0716], [-2.2987, -0.5003, 0.8411], [-1.6684, -0.7420, -1.6411], [2.4409, 0.5257, 0.6634], [1.2521, 1.9916, -0.2592], [1.8974, -0.4650, -0.0550], [1.4755, 2.9136, 0.6870]],
  "nbo_charge": [-0.855, 0.533, -0.593, 0.398, 0.404, 0.115, -0.156, -0.143, 0.161, 0.136],
  "gap_ev": 8.84,
  "homo_energy_ha": -0.3141,
  "smiles": "NC=O.SS"
}

Run two
{
  "formula": "CH5NOS2",
  "method": "ωB97M-V/def2-TZVPD",
  "symbols": ["C", "S", "N", "H", "H", "H", "H", "H", "O", "S"],
  "xyz": [[1.8575, -0.6208, -0.2443], [0.0691, -0.8734, 0.3214], [-0.4274, 0.7236, 0.5705], [1.8589, 0.4171, -0.2224], [2.0765, -1.0586, -1.2474], [2.4558, -1.2425, 0.4798], [-0.8109, 0.8280, 1.5023], [-0.6895, 1.2584, -0.2338], [-2.9845, 0.9880, -0.4719], [-3.4055, -0.4197, -0.4542]],
  "nbo_charge": [-0.729, 0.310, -1.026, 0.229, 0.214, 0.221, 0.397, 0.396, -0.708, 0.696],
  "gap_ev": [6.82, 6.72],
  "homo_energy_ha": [-0.3031, -0.3001],
  "smiles": "CSN.O=S"
}

Relative calculated energies, zero for the most stable structure, unit kJ/mol: run one 0.0; run two 250.3.

Run one
{
  "formula": "C2H5N3S",
  "method": "ωB97M-V/def2-TZVPD",
  "symbols": ["C", "C", "N", "N", "S", "N", "H", "H", "H", "H", "H"],
  "xyz": [[1.0193, -0.9825, 0.1271], [0.2604, 0.3595, -0.1150], [-0.4129, 0.3813, -1.3619], [-1.4962, 0.9327, -1.4293], [-2.0412, 1.4852, 0.0515], [-0.8017, 0.7427, 0.9357], [1.7800, -1.0192, -0.5236], [0.4315, -1.8321, -0.2247], [1.4515, -1.1065, 1.1138], [1.0045, 1.0909, -0.0156], [-1.1953, -0.0521, 1.4420]],
  "nbo_charge": [-0.613, 0.044, -0.167, -0.260, 0.560, -0.802, 0.222, 0.218, 0.224, 0.198, 0.376],
  "gap_ev": 9.43,
  "homo_energy_ha": -0.3213,
  "smiles": "C[C@H]1N=NSN1"
}

Run two
{
  "formula": "C2H5N3S",
  "method": "ωB97M-V/def2-TZVPD",
  "symbols": ["H", "N", "C", "N", "N", "C", "S", "H", "H", "H", "H"],
  "xyz": [[2.6068, 1.5520, -0.1097], [1.6675, 1.3550, -0.0425], [1.4228, 0.0911, 0.0214], [2.3869, -0.9604, -0.0346], [0.1256, -0.4560, -0.0807], [-0.9231, 0.3732, 0.0864], [-2.4816, -0.1082, -0.0020], [2.1983, -1.6597, 0.6376], [3.2912, -0.5699, 0.1285], [-0.0074, -1.3589, -0.4475], [-0.6418, 1.4121, 0.2813]],
  "nbo_charge": [0.346, -0.728, 0.584, -0.823, -0.619, -0.066, -0.102, 0.378, 0.377, 0.421, 0.234],
  "gap_ev": 8.95,
  "homo_energy_ha": -0.3160,
  "smiles": "[H]/N=C(\\N)NC=S"
}

Relative calculated energies, zero for the most stable structure, unit kJ/mol: run one 189.7; run two 0.0.

Run one
{
  "formula": "C2H5N3S",
  "method": "ωB97M-V/def2-TZVPD",
  "symbols": ["H", "N", "C", "N", "C", "N", "S", "H", "H", "H", "H"],
  "xyz": [[-1.8299, -0.3712, -0.6733], [-1.1885, -1.1715, -0.8476], [-0.0101, -0.8199, -0.4804], [1.0618, -1.6669, -0.7109], [0.3192, 0.4637, 0.1640], [-0.6268, 1.2390, 0.4919], [-0.1458, 2.7316, 1.2306], [1.7591, -1.6996, 0.0524], [0.7473, -2.5972, -1.0062], [1.3617, 0.7512, 0.4073], [-1.4479, 3.1407, 1.3724]],
  "nbo_charge": [0.353, -0.657, 0.352, -0.806, 0.004, -0.493, 0.169, 0.378, 0.400, 0.166, 0.135],
  "gap_ev": 9.43,
  "homo_energy_ha": -0.3380,
  "smiles": "[H]/N=C(N)\\C=N\\S"
}

Run two
{
  "formula": "C2H5N3S",
  "method": "ωB97M-V/def2-TZVPD",
  "symbols": ["H", "N", "C", "N", "S", "N", "C", "H", "H", "H", "H"],
  "xyz": [[-0.2173, 1.8845, -0.0710], [-1.1717, 1.5076, -0.1334], [-1.2158, 0.2266, 0.0289], [-2.3762, -0.5003, 0.1048], [0.2939, -0.7712, -0.1308], [1.4908, 0.4553, 0.0599], [2.7064, 0.0779, 0.1401], [-3.2198, -0.0678, 0.4528], [-2.2922, -1.4797, 0.2940], [3.0662, -0.9102, -0.1764], [3.4184, 0.8470, 0.3604]],
  "nbo_charge": [0.372, -0.717, 0.291, -0.819, 0.332, -0.540, -0.064, 0.411, 0.388, 0.161, 0.185],
  "gap_ev": 9.52,
  "homo_energy_ha": -0.3250,
  "smiles": "[H]/N=C(/N)SN=C"
}

Relative calculated energies, zero for the most stable structure, unit kJ/mol: run one 0.0; run two 22.8.

Run one
{
  "formula": "CH2Cl2S2",
  "method": "ωB97M-V/def2-TZVPD",
  "symbols": ["C", "S", "S", "Cl", "Cl", "H", "H"],
  "xyz": [[0.8169, -0.0220, 0.5024], [-0.1416, -0.1954, -0.9405], [0.9983, 1.5986, 1.1011], [-0.9713, -1.1915, 1.9266], [2.0845, -1.0853, 1.0392], [-0.3092, -1.4425, -0.8107], [0.3582, 2.2854, 0.2680]],
  "nbo_charge": [-0.314, 0.204, 0.242, -0.548, 0.143, 0.153, 0.120],
  "gap_ev": [7.43, 7.43],
  "homo_energy_ha": [-0.3377, -0.3376]
}

Run two
{
  "formula": "CH2Cl2S2",
  "method": "ωB97M-V/def2-TZVPD",
  "symbols": ["S", "C", "Cl", "Cl", "S", "H", "H"],
  "xyz": [[0.6223, 1.1148, -0.0141], [1.6501, 0.6365, 1.0786], [2.6093, 1.6966, 2.0491], [2.0602, -0.9867, 1.4163], [-2.4241, -0.2801, -1.1607], [-1.2896, -1.1973, -1.3309], [-3.2282, -0.9838, -2.0383]],
  "nbo_charge": [0.181, -0.333, 0.069, 0.085, -0.328, 0.174, 0.150],
  "gap_ev": 8.78,
  "homo_energy_ha": -0.3547,
  "smiles": "S=C(Cl)Cl.S"
}

Relative calculated energies, zero for the most stable structure, unit kJ/mol: run one 110.4; run two 0.0.

Run one
{
  "formula": "C3H5NO",
  "method": "ωB97M-V/def2-TZVPD",
  "symbols": ["O", "C", "C", "C", "N", "H", "H", "H", "H", "H"],
  "xyz": [[1.8921, 0.3926, -0.2749], [1.3015, -0.5533, 0.1017], [-0.1840, -0.3777, 0.4611], [-1.0296, 0.1722, -0.6102], [-0.7386, 0.9300, 0.5581], [1.8241, -1.4649, 0.3646], [-0.5860, -1.2587, 1.0533], [-0.5053, 0.6600, -1.5319], [-1.9513, -0.2048, -0.6016], [-0.0229, 1.7045, 0.4798]],
  "nbo_charge": [-0.530, 0.426, -0.202, -0.220, -0.578, 0.120, 0.199, 0.207, 0.195, 0.384],
  "gap_ev": 10.63,
  "homo_energy_ha": -0.3530,
  "smiles": "O=C[C@@H]1CN1"
}

Run two
{
  "formula": "C3H5NO",
  "method": "ωB97M-V/def2-TZVPD",
  "symbols": ["C", "C", "N", "C", "O", "H", "H", "H", "H", "H"],
  "xyz": [[0.4002, -0.3240, -1.9825], [0.3750, -0.3947, -0.7143], [-0.7281, -0.0238, -0.0881], [-0.5292, 0.2733, 1.1866], [0.5519, 0.4977, 1.6975], [1.2523, -0.8480, -2.4167], [-0.1120, 0.0501, -2.7411], [1.1870, -0.8918, 0.0100], [-1.6169, 0.1370, -0.5672], [-1.5049, 0.4102, 1.8126]],
  "nbo_charge": [-0.474, 0.003, -0.628, 0.532, -0.593, 0.195, 0.202, 0.242, 0.416, 0.105],
  "gap_ev": 10.02,
  "homo_energy_ha": -0.3367,
  "smiles": "C=CNC=O"
}

Relative calculated energies, zero for the most stable structure, unit kJ/mol: run one 41.0; run two 0.0.

Run one
{
  "formula": "C3H5NO",
  "method": "ωB97M-V/def2-TZVPD",
  "symbols": ["O", "C", "N", "C", "C", "H", "H", "H", "H", "H"],
  "xyz": [[2.4157, 0.3212, -0.0809], [1.4888, -0.4797, 0.0468], [0.2968, -0.1117, -0.0699], [-1.0681, -0.5574, -0.0942], [-0.5854, 0.9333, -0.0095], [1.6839, -1.4844, 0.1833], [-1.3117, -0.7424, -1.1325], [-1.7969, -0.9698, 0.7854], [-0.6311, 1.3138, 1.0279], [-0.4920, 1.7770, -0.6564]],
  "nbo_charge": [-0.630, 0.514, -0.407, -0.236, -0.209, 0.123, 0.209, 0.229, 0.188, 0.219],
  "gap_ev": 10.36,
  "homo_energy_ha": -0.3527,
  "smiles": "O=CN1CC1"
}

Run two
{
  "formula": "C3H5NO",
  "method": "ωB97M-V/def2-TZVPD",
  "symbols": ["O", "C", "N", "C", "C", "H", "H", "H", "H", "H"],
  "xyz": [[2.9541, 0.2856, 0.6465], [2.0149, 0.2682, 0.0132], [-0.0592, -0.2843, 1.1389], [-0.9938, 0.7164, 0.4955], [-0.9510, -0.7145, 0.3571], [0.6974, -0.4384, -1.6829], [-1.7035, 1.1941, 1.1658], [-0.5832, 1.3499, -0.2881], [0.0331, -0.7178, -1.9432], [-1.4088, -1.6592, 0.0973]],
  "nbo_charge": [-0.504, 0.520, -0.327, -0.321, 0.063, 0.012, 0.185, 0.186, -0.030, 0.216],
  "gap_ev": 11.57,
  "homo_energy_ha": -0.3860
}

Relative calculated energies, zero for the most stable structure, unit kJ/mol: run one 0.0; run two 99.9.